1.
Computed, not measured: a 2-piece molecular cluster, C18H23BCl2N overall at a distorted geometry, with wB97M-V/def2-TZVPD.

Structure (XYZ):
```
45
Properties=species:S:1:pos:R:3:forces:R:3:lowdin_charge:R:1
Cl 6.7548 1.1008 5.2618 0.3 0.1 0.0 0.700
C 5.2488 0.8914 6.0508 -1.2 -0.1 0.7 -0.684
C 5.1809 0.4361 7.3791 -0.2 0.0 -0.6 -0.094
C 3.9448 0.1609 7.9677 -0.5 0.4 -0.8 -0.030
C 2.7394 0.3842 7.2535 1.6 -0.3 -0.8 -0.240
C 1.4343 0.1762 7.8351 -1.4 0.2 -0.5 -0.076
C 0.2759 0.3658 7.1469 1.3 -0.1 0.7 -0.091
C -1.0262 0.3843 7.8646 -0.5 0.1 0.1 -0.158
C -2.2799 0.9553 7.2155 -0.1 -0.4 0.2 -0.220
C -3.2312 1.6952 7.9250 0.2 0.2 -0.2 -0.034
C -4.3655 2.2016 7.2870 -0.1 -0.4 -0.4 -0.090
C -4.6098 1.8958 5.9386 1.2 -0.5 0.7 -0.687
Cl -6.0153 2.4787 5.1547 -0.3 0.2 -0.2 0.701
C -3.7238 1.0434 5.2631 -0.3 0.0 0.3 -0.093
C -2.6029 0.5428 5.9260 -0.2 0.4 -0.3 -0.053
C 2.8316 0.8625 5.9297 0.9 0.0 0.5 -0.027
C 4.0648 1.1520 5.3472 -0.1 -0.5 0.5 -0.089
H 6.1078 0.2929 7.9166 0.0 -0.1 0.1 0.104
H 3.9086 -0.2298 8.9786 0.0 0.1 0.0 0.106
H 1.4151 -0.0868 8.8998 -0.2 0.5 -0.2 0.115
H 0.2588 0.3153 6.0570 0.0 0.6 0.3 0.103
H -0.8849 0.7509 8.8880 -0.2 -0.2 -0.2 0.126
H -3.0974 1.8535 8.9958 0.1 0.2 -0.3 0.116
H -5.0935 2.7964 7.8285 0.1 -0.1 0.0 0.108
H -3.9503 0.7485 4.2431 0.1 0.0 0.1 0.106
H -1.9809 -0.2129 5.4423 0.0 0.4 -0.1 0.111
H 1.9306 1.0162 5.3566 0.1 0.2 0.0 0.099
H 4.0995 1.5601 4.3503 0.1 0.0 -0.2 0.105
C -0.8197 -5.9785 8.7327 -0.5 -0.1 0.1 0.015
N -0.6649 -4.4876 8.5704 0.6 0.1 -0.1 -0.379
C 0.3820 -3.9402 9.5161 0.0 0.0 0.1 0.003
C -0.1961 -4.1401 7.1717 0.0 0.1 -0.1 0.007
B -2.0916 -3.9499 8.8842 1.2 1.0 -0.4 0.137
H -1.1707 -0.6732 7.8503 -0.9 -1.3 0.8 0.085
H 0.1275 -6.4852 8.5546 0.1 0.2 0.0 0.122
H -1.1590 -6.1876 9.7592 0.1 0.0 -0.3 0.122
H -1.5645 -6.3348 8.0047 0.3 0.1 0.3 0.121
H 1.3476 -4.4630 9.3763 -0.6 0.2 -0.1 0.124
H 0.5112 -2.8711 9.2695 -0.1 -0.5 0.3 0.106
H 0.0315 -4.0772 10.5436 0.1 0.1 -0.2 0.108
H 0.7572 -4.6541 6.9378 -0.5 0.2 0.4 0.126
H -0.9640 -4.4503 6.4565 0.2 0.2 0.1 0.109
H -0.0318 -3.0465 7.1431 -0.2 -0.6 -0.1 0.105
H -2.7655 -3.7946 7.9208 -0.2 -0.4 0.3 0.077
H -2.2132 -3.5178 9.9852 -0.3 -0.5 -0.2 0.078
```
Forces are in eV/Å.

Results
Multiplicity   1
HOMO   -10.3 eV
ΔE to the lowest compared entry with this formula, charge and spin   13.27 kJ/mol
Charge   +1
Orbital gap   0.19848 Eh
E   -1699.37344 Ha

---

2.
Computed, not measured: C33H40Br2N3O3PPt as an isolated structure at a distorted geometry, with wB97M-V/def2-TZVPD.

Structure (XYZ):
```
83
Properties=species:S:1:pos:R:3:forces:R:3:lowdin_charge:R:1
Pt -0.2320 -0.7496 -0.5230 0.7 -0.6 -0.7 1.057
C 4.8195 -1.4908 -0.5835 -0.1 0.1 0.0 -0.106
C 3.5145 -1.4090 0.2068 -0.5 -0.5 0.2 -0.501
C 3.1024 -2.8045 0.6989 0.0 0.1 0.0 -0.102
P 2.0924 -0.6103 -0.6821 -0.4 1.1 -0.6 1.004
C 2.4749 -0.8554 -2.4862 -0.4 -0.3 0.1 -0.517
C 2.2815 -2.3366 -2.8409 0.1 0.1 0.0 -0.109
C 1.5362 0.0002 -3.3370 0.2 0.0 0.0 -0.129
C 2.2874 1.1592 -0.3883 0.1 -0.1 0.2 -0.298
C 3.5135 1.7918 -0.1905 0.0 0.1 -0.1 -0.046
C 3.6128 3.1322 0.1435 0.2 0.0 0.0 -0.289
C 4.9490 3.7717 0.4293 -0.2 0.0 0.0 -0.062
C 2.4215 3.8465 0.2755 -0.1 -0.1 0.0 -0.042
C 1.1925 3.2455 0.1005 0.0 0.1 -0.1 -0.013
C 1.0882 1.8746 -0.2232 -0.1 0.0 0.1 -0.321
N -0.1199 1.2357 -0.3233 -0.1 0.0 0.1 -0.145
C -1.3055 2.0063 -0.2080 -0.1 0.1 -0.1 -0.279
C -1.7467 2.7717 -1.2973 0.0 -0.1 0.0 -0.228
C -0.9629 2.7699 -2.5799 -0.1 0.0 0.1 -0.023
C -2.9476 3.4635 -1.1976 0.0 0.0 -0.1 -0.018
C -3.7212 3.4266 -0.0439 0.0 0.0 0.0 -0.275
C -5.0422 4.1491 0.0203 0.1 -0.1 0.0 -0.051
C -3.2592 2.6794 1.0309 0.0 0.0 0.0 -0.013
C -2.0631 1.9745 0.9683 0.2 0.0 0.0 -0.213
C -1.5812 1.1677 2.1397 -0.1 0.0 0.0 -0.030
H 5.6167 -1.7930 0.0991 0.0 0.0 0.0 0.086
H 5.1073 -0.5423 -1.0331 0.0 0.0 0.0 0.059
H 4.7608 -2.2370 -1.3759 0.0 0.0 0.0 0.069
H 3.6533 -0.7664 1.0757 0.0 0.0 0.0 0.091
H 2.9336 -3.4844 -0.1384 0.0 0.0 0.0 0.070
H 2.1757 -2.7591 1.2692 0.0 -0.1 0.0 0.050
H 3.8855 -3.2281 1.3322 0.0 0.0 0.0 0.083
H 3.5046 -0.5459 -2.6730 0.0 0.0 0.1 0.104
H 1.2918 -2.6692 -2.5197 0.0 0.0 -0.1 0.059
H 3.0196 -2.9825 -2.3639 0.0 0.0 0.0 0.054
H 2.3583 -2.4807 -3.9207 0.0 0.0 0.0 0.081
H 0.4996 -0.2621 -3.1226 0.0 0.0 0.0 0.046
H 1.7229 -0.1835 -4.3980 0.0 0.0 0.0 0.081
H 1.6767 1.0634 -3.1378 -0.1 0.0 0.0 0.070
H 4.4330 1.2253 -0.2862 0.0 0.0 0.0 0.093
H 5.7657 3.1149 0.1284 0.0 0.0 0.0 0.069
H 5.0584 3.9725 1.4984 0.0 0.0 0.0 0.077
H 5.0590 4.7234 -0.0943 0.0 0.0 0.0 0.074
H 2.4590 4.8934 0.5594 0.0 0.0 0.0 0.113
H 0.2851 3.8192 0.2384 0.0 0.0 0.0 0.114
H -0.8009 1.7427 -2.9093 0.1 0.0 0.0 0.067
H 0.0182 3.2318 -2.4498 0.0 0.0 0.0 0.080
H -1.4999 3.3120 -3.3586 0.0 0.0 0.0 0.078
H -3.2973 4.0336 -2.0535 0.0 0.0 0.0 0.117
H -5.0225 5.0595 -0.5787 0.0 0.0 0.0 0.075
H -5.2969 4.4139 1.0464 0.0 0.0 0.0 0.074
H -5.8404 3.5126 -0.3700 0.0 0.0 0.0 0.078
H -3.8482 2.6377 1.9421 0.0 0.0 0.0 0.116
H -2.1802 1.3705 3.0289 0.0 0.0 0.0 0.080
H -0.5327 1.3894 2.3506 0.0 -0.1 0.0 0.082
H -1.6482 0.1035 1.9073 0.0 0.0 0.1 0.057
Br -0.2543 -5.8401 -0.4998 -0.1 0.1 0.0 0.801
C -1.7453 -4.6894 -0.4863 0.3 -0.3 0.1 -0.594
C -3.0035 -5.1777 -0.3467 0.1 -0.1 0.0 -0.187
C -4.0798 -4.2730 -0.2727 -0.2 0.1 0.1 -0.582
Br -5.7931 -5.0024 0.0383 0.2 0.0 -0.1 0.807
C -3.9310 -2.8676 -0.4038 -0.3 0.1 0.0 -0.214
C -4.9723 -1.9305 -0.3588 0.0 -0.3 0.1 -0.060
C -4.6659 -0.5754 -0.6294 0.2 0.0 -0.2 -0.067
C -3.3947 -0.2061 -0.9354 -0.3 0.1 -0.1 -0.122
N -2.3305 -1.0823 -0.8957 0.5 0.0 0.9 -0.031
C -2.6106 -2.3885 -0.6087 0.1 0.1 -0.3 -0.177
C -1.4971 -3.2678 -0.5672 -0.3 0.1 0.0 -0.394
O -0.3106 -2.8003 -0.6021 0.2 0.2 -0.1 -0.220
H -3.1728 -6.2418 -0.2771 -0.1 0.0 0.0 0.095
H -5.9847 -2.2531 -0.1701 0.0 0.0 0.0 0.065
H -5.4464 0.1725 -0.6557 0.0 0.0 0.0 0.102
H -3.1827 0.7979 -1.2693 0.1 0.0 0.2 0.092
N -0.1835 -2.2213 4.8204 0.1 0.0 0.0 0.011
C 0.9658 -1.3990 4.4391 -0.1 -0.1 -0.2 -0.134
C 0.9489 -1.1007 2.9335 -0.1 0.1 0.3 -0.544
O 1.7506 -0.3720 2.4138 0.0 -0.1 0.0 0.081
O -0.0261 -1.7204 2.2751 0.1 -0.1 0.2 0.044
H -0.7400 -1.7962 5.5470 0.0 0.0 0.0 0.086
H 0.0880 -3.1434 5.1289 0.0 0.0 0.0 0.087
H -0.5446 -2.1816 2.9752 0.0 0.0 0.0 0.100
H 1.9135 -1.8946 4.6517 0.0 0.0 0.0 0.128
H 0.9800 -0.4407 4.9546 0.0 0.0 0.0 0.129
```
Forces are in eV/Å.

Results
Multiplicity   3
HOMO (spin up / spin down)   -5.4 / -6.6 eV
ΔE to the lowest compared entry with this formula, charge and spin   26.76 kJ/mol
Charge   0
Orbital gap (spin up / spin down)   0.20879 / 0.16577 Eh
Expectation value of S²   2.04
E   -7280.22787 Ha

---

The lowest charge belongs to which entry? C33H40Br2N3O3PPt

---

Which value of ΔE to the lowest compared entry with this formula, charge and spin does entry 2 give? 26.76 kJ/mol

---

What is the E in the first record? -1699.37344 Ha